The ion C4H11N2S with charge -1. Source: OMol25; level of theory: ωB97M-V with the def2-TZVPD basis set.

## Properties
LUMO energy ... 3.912 eV
Orbital gap ... 0.2374 Ha
HOMO level ... -2.547 eV
Structure (SMILES) ... NCNCCC[S-]
Energy relative to the best compared isomer or geometry (same formula, charge and spin) ... 44.79 kcal per mole
Molecular weight ... 119.21 g mol⁻¹

```
! wB97M-V def2-TZVPD RIJCOSX def2/J DEFGRID3
* xyz -1 1
C -0.257 -1.290 0.337
N 0.703 -0.921 1.446
C 0.828 0.516 1.589
N 1.177 1.455 0.488
C -0.299 -0.695 -1.076
C -1.243 0.528 -1.393
S -0.465 1.922 -2.399
H -1.318 -1.036 0.804
H -0.203 -2.394 0.215
H 1.611 -1.321 1.179
H -0.173 0.896 2.030
H 1.602 0.581 2.409
H 1.676 0.747 -0.177
H 0.338 1.962 0.143
H 0.610 -0.422 -1.604
H -0.676 -1.521 -1.671
H -1.808 0.842 -0.447
H -2.104 0.151 -1.873
*
```



The ion C4H11N2S with charge -1. Source: OMol25; level of theory: ωB97M-V with the def2-TZVPD basis set.

## Properties
LUMO energy ... 3.767 eV
Orbital gap ... 0.2295 Ha
HOMO level ... -2.480 eV
Structure (SMILES) ... CN[C@H](CN)C[S-]
Energy relative to the best compared isomer or geometry (same formula, charge and spin) ... 25.22 kcal per mole
Molecular weight ... 119.21 g mol⁻¹

```
! wB97M-V def2-TZVPD RIJCOSX def2/J DEFGRID3
* xyz -1 1
C -0.170 -2.707 0.968
N 0.753 -1.563 0.899
C 0.272 -0.465 0.079
C -0.998 0.233 0.590
S -1.568 1.653 -0.429
C 1.406 0.599 -0.145
N 1.754 0.819 -1.537
H -0.730 -2.766 0.037
H 0.498 -3.575 1.014
H -0.878 -2.713 1.805
H 1.070 -1.274 1.811
H 0.031 -0.779 -0.944
H -0.806 0.376 1.670
H -1.829 -0.488 0.586
H 2.165 0.304 0.605
H 1.113 1.547 0.313
H 1.025 1.421 -1.911
H 1.717 -0.077 -1.990
*
```



The ion C4H11N2S with charge -1. Source: OMol25; level of theory: ωB97M-V with the def2-TZVPD basis set.

## Properties
LUMO energy ... 3.684 eV
Orbital gap ... 0.2282 Ha
HOMO level ... -2.525 eV
Structure (SMILES) ... CNC[C@H](N)C[S-]
Energy relative to the best compared isomer or geometry (same formula, charge and spin) ... 20.79 kcal per mole
Molecular weight ... 119.21 g mol⁻¹

```
! wB97M-V def2-TZVPD RIJCOSX def2/J DEFGRID3
* xyz -1 1
N 0.474 -0.617 1.260
C -0.093 -0.091 0.027
C 0.221 -0.968 -1.206
S -0.327 -2.635 -1.079
C 0.288 1.407 -0.231
N 0.417 2.282 0.941
C -0.707 3.068 1.389
H 0.134 -1.579 1.255
H 1.485 -0.729 1.186
H -1.176 0.018 0.120
H -0.151 -0.390 -2.075
H 1.312 -0.897 -1.290
H -0.599 1.755 -0.766
H 1.176 1.510 -0.859
H 0.706 1.670 1.698
H -0.520 4.144 1.403
H -0.996 2.731 2.387
H -1.601 3.016 0.747
*
```



- Among the records above, which one has the lowest LUMO energy?
  number 3



Copy entry 3 word for word.
The ion C4H11N2S with charge -1. Source: OMol25; level of theory: ωB97M-V with the def2-TZVPD basis set.

## Properties
LUMO energy ... 3.684 eV
Orbital gap ... 0.2282 Ha
HOMO level ... -2.525 eV
Structure (SMILES) ... CNC[C@H](N)C[S-]
Energy relative to the best compared isomer or geometry (same formula, charge and spin) ... 20.79 kcal per mole
Molecular weight ... 119.21 g mol⁻¹

```
! wB97M-V def2-TZVPD RIJCOSX def2/J DEFGRID3
* xyz -1 1
N 0.474 -0.617 1.260
C -0.093 -0.091 0.027
C 0.221 -0.968 -1.206
S -0.327 -2.635 -1.079
C 0.288 1.407 -0.231
N 0.417 2.282 0.941
C -0.707 3.068 1.389
H 0.134 -1.579 1.255
H 1.485 -0.729 1.186
H -1.176 0.018 0.120
H -0.151 -0.390 -2.075
H 1.312 -0.897 -1.290
H -0.599 1.755 -0.766
H 1.176 1.510 -0.859
H 0.706 1.670 1.698
H -0.520 4.144 1.403
H -0.996 2.731 2.387
H -1.601 3.016 0.747
*
```



- What is the formula in the first record?
  C4H11N2S



- The lowest energy relative to the best compared isomer or geometry (same formula, charge and spin) belongs to which entry?
  number 3